No. 1
A structure of composition C27H35N4O7PZn at a distorted geometry, computed with the ωB97M-V functional and the def2-TZVPD basis.

The geometry in XYZ format:
```
75
Properties=species:S:1:pos:R:3
O -0.80615 0.13636 -4.53480
H -0.42460 0.85505 -5.07275
Zn -1.01115 0.23814 -2.41034
N -1.05355 1.99810 -1.27546
N 0.89449 0.92397 -2.55518
N -2.38353 -0.75606 -1.25084
N -0.45173 -1.68255 -2.51586
O -1.96754 2.24830 -0.39594
O -3.06062 -0.19926 -0.22015
O 0.70178 -2.07511 -3.09522
O 1.84980 0.23937 -3.09118
C 1.13392 2.17118 -2.11237
C 0.07781 2.72987 -1.31494
C -2.40891 -2.08295 -1.35099
C -1.27809 -2.62237 -2.07903
C 0.28005 3.95781 -0.49698
H 1.01217 3.77666 0.30449
H -0.66963 4.26433 -0.04952
H 0.66670 4.76977 -1.12614
C 2.42592 2.86127 -2.36106
H 2.90343 2.43383 -3.24941
H 3.10988 2.74043 -1.51016
H 2.25933 3.93426 -2.51800
C -3.39343 -2.93838 -0.63483
C -1.03346 -4.08479 -2.21159
H -4.18519 -2.31398 -0.20817
H -2.90858 -3.50373 0.17460
H -3.83621 -3.66598 -1.32799
H -0.23331 -4.25908 -2.93642
H -1.94710 -4.59153 -2.54708
H -0.74108 -4.52229 -1.24658
H -2.68574 0.74946 -0.19726
H 1.22243 -1.17812 -3.18490
C -2.21833 0.82084 -3.89638
H -2.09130 1.80158 -3.40310
H -2.83823 0.04695 -3.41560
H -2.72366 1.03434 -4.83573
O -4.18049 3.96091 -1.36273
H -5.04038 3.56670 -1.15082
H -3.52548 3.35118 -0.95399
O -0.30980 -0.01809 0.22639
P 0.56061 -0.26455 1.42706
C 2.14076 0.57155 1.19845
C 2.96746 0.15557 0.14654
C 4.14637 0.84616 -0.12579
C 4.50505 1.95513 0.64697
C 3.68174 2.36919 1.69601
C 2.49958 1.68395 1.97591
C -0.20009 0.33967 2.94669
C 0.11289 -0.23266 4.19116
C -0.47090 0.27838 5.35247
C -1.37086 1.34663 5.27628
C -1.69509 1.90171 4.03386
C -1.12121 1.39199 2.86809
C 0.84900 -2.02965 1.63369
C 2.12353 -2.57109 1.85409
C 2.28273 -3.95761 1.91675
C 1.18047 -4.80087 1.76331
C -0.09642 -4.25906 1.56748
C -0.26628 -2.87522 1.52454
H 2.69493 -0.71544 -0.45222
H 4.78183 0.50610 -0.94532
H 5.43211 2.49073 0.43268
H 3.95684 3.23268 2.30378
H 1.85725 1.99335 2.80300
H 0.80569 -1.07407 4.24429
H -0.21776 -0.16311 6.31739
H -1.82257 1.74580 6.18608
H -2.39566 2.73419 3.96507
H -1.38809 1.80214 1.89141
H 2.98370 -1.91142 1.97686
H 3.27688 -4.37406 2.08549
H 1.30785 -5.88404 1.80034
H -0.96828 -4.90898 1.46579
H -1.26448 -2.43949 1.42584
```

The energy above the lowest of the compared OMol25 structures with the same formula, charge and spin is 52.93 kcal per mole. The HOMO energy is -6.235 eV. The calculation puts the frontier orbital gap at 6.12 eV.

***

No. 2
A cluster of 2 separate species, C5H10Cl3NO4 in total, computed with the ωB97M-V functional and the def2-TZVPD basis.

The geometry in XYZ format:
```
23
Properties=species:S:1:pos:R:3
N 3.49149 -0.53728 0.95432
C 3.46624 0.78616 0.43787
O 2.43565 0.97793 -0.58416
C 1.54423 1.94602 -0.33990
O 1.44342 2.94617 -0.97812
O 0.78101 1.68906 0.76059
C -0.62516 1.52428 0.54334
C -1.01206 0.06964 0.69466
O -0.36104 -0.76601 -0.24804
H 3.43187 -1.22270 0.20960
H 2.70996 -0.69217 1.58085
H 4.40927 1.03160 -0.05170
H 3.28831 1.49210 1.25161
H -1.13733 2.12113 1.30501
H -0.89091 1.91375 -0.44462
H -2.10659 0.00577 0.61122
H -0.74081 -0.27812 1.69632
H -0.95763 -0.91478 -0.99048
C -3.89204 -2.50393 -1.32284
Cl -2.76776 -1.86517 -2.53198
Cl -3.02280 -3.14180 0.06658
Cl -5.04773 -1.26623 -0.83599
H -4.43956 -3.31541 -1.78413
```

The energy above the lowest of the compared OMol25 structures with the same formula, charge and spin is 0.00 kcal per mole. As for the SMILES: NCOC(=O)OCCO.ClC(Cl)Cl. The HOMO energy is -9.885 eV. The calculation puts the frontier orbital gap at 10.31 eV.

***

No. 3
A cluster of 4 separate species, C20H43N2O9S3 in total, computed with the ωB97M-V functional and the def2-TZVPD basis.

The geometry in XYZ format:
```
77
Properties=species:S:1:pos:R:3
O -1.01046 2.32013 3.60445
C -0.81007 2.11127 2.21752
C -1.52927 0.81016 1.89094
O -1.86333 0.66244 0.53029
C -0.78706 0.66187 -0.34528
O 0.06834 -0.45308 -0.11820
C 1.44743 -0.14684 -0.23843
C 2.27753 -1.38749 0.17575
C 2.69221 -1.32783 1.64219
N 1.50839 -1.56098 2.54231
C 0.65394 -2.75435 2.14856
C 1.32930 -3.50782 1.01410
N 1.59458 -2.64478 -0.11792
H -0.48930 3.06736 3.90468
H 0.26479 2.06679 1.99679
H -1.24023 2.91081 1.60277
H -2.46164 0.78626 2.45326
H -0.94238 -0.05969 2.21253
H -1.21637 0.59529 -1.34513
H -0.19915 1.58319 -0.26783
H 1.70117 0.15354 -1.25982
H 1.69271 0.71198 0.40337
H 3.21497 -1.35405 -0.39232
H 3.43586 -2.08084 1.89649
H 3.09490 -0.34450 1.88503
H 0.92925 -0.72156 2.56223
H 1.83488 -1.71208 3.49917
H 0.59569 -3.31476 3.07389
H -0.31812 -2.38178 1.83021
H 2.23855 -3.99014 1.37290
H 0.65980 -4.31282 0.70672
H 0.76532 -2.48265 -0.66607
C 0.24300 5.20993 -4.46377
C 1.31544 5.86363 -3.58197
C 1.25701 5.17967 -2.20982
S 0.65410 3.51197 -2.51713
O -0.62609 3.33251 -1.86976
O 1.68838 2.53852 -2.24506
C 0.40643 3.70614 -4.27611
H 0.35142 5.48666 -5.51026
H -0.75408 5.51692 -4.14328
H 2.30032 5.71144 -4.02640
H 1.16120 6.93640 -3.48521
H 2.22421 5.09669 -1.72076
H 0.53840 5.64946 -1.54093
H -0.45936 3.12278 -4.58027
H 1.30391 3.33176 -4.76880
C 2.48764 -5.95391 7.24183
C 1.57291 -6.77266 6.31972
C 0.92291 -5.79088 5.33564
S 2.09933 -4.44282 5.15202
O 1.50676 -3.21097 5.62912
O 2.64710 -4.41513 3.80985
C 3.30089 -5.04182 6.32735
H 3.14000 -6.59145 7.83468
H 1.89178 -5.35250 7.93064
H 2.16350 -7.50827 5.77206
H 0.81328 -7.31213 6.88114
H 0.74034 -6.21395 4.35085
H 0.00890 -5.35136 5.73107
H 3.75319 -4.18259 6.81716
H 4.05179 -5.59234 5.76082
C -3.26367 1.14249 -5.18831
C -4.47980 1.42740 -4.29455
C -4.87975 2.89066 -4.51605
S -4.36859 3.29684 -6.19736
O -3.32976 4.29667 -6.13008
O -5.51367 3.49510 -7.04121
C -3.60714 1.71362 -6.55876
H -3.04227 0.07776 -5.24620
H -2.38164 1.64640 -4.78564
H -5.30256 0.77156 -4.58408
H -4.26425 1.24103 -3.24346
H -5.95008 3.06537 -4.44539
H -4.34619 3.57115 -3.85538
H -2.75360 1.88891 -7.20914
H -4.35383 1.11028 -7.07395
```

As for the net charge: +1. The HOMO energy is -11.752 eV. The calculation puts the frontier orbital gap at 9.61 eV.

***

No. 4
The molecule C4H7NO3 at a distorted geometry, computed with the ωB97M-V functional and the def2-TZVPD basis.

The geometry in XYZ format:
```
15
Properties=species:S:1:pos:R:3
C 0.82004 -0.04221 1.29779
C 0.86811 0.68714 0.00661
C -0.31750 -0.33533 0.32754
N -1.68508 0.00540 0.44969
C 0.15685 -1.15212 -0.81322
O 0.71279 2.04509 0.00338
O -0.67682 -1.28172 -1.84071
O 1.41166 0.06586 -1.08011
H 1.23098 2.39568 -0.73490
H -1.26492 -0.49996 -1.82632
H -1.92309 0.91529 0.07137
H -2.18562 -0.49985 1.17083
H 1.54454 -0.82429 1.49717
H 0.52255 0.54915 2.15315
H 0.78550 -2.02816 -0.68226
```

The energy above the lowest of the compared OMol25 structures with the same formula, charge and spin is 94.75 kcal per mole. As for the SMILES: N[C@]12C[C@@]1(O)O[C@@H]2O. The HOMO energy is -8.147 eV. The calculation puts the frontier orbital gap at 8.88 eV.